C52H104O32 | ωB97M-V/def2-TZVPD

Values from the calculation:
Charge: 0
Energy above the lowest of the compared OMol25 structures with the same formula, charge and spin in kcal/mol: 11.9

```
188
C52H104O32 (ωB97M-V/def2-TZVPD)
O 18.846 18.919 12.906
O 19.148 18.987 20.071
O 18.037 14.380 23.859
O 15.768 13.812 18.785
O 20.108 9.658 19.669
O 19.852 11.670 10.990
O 12.309 14.439 21.418
O 19.248 16.777 12.194
O 16.450 18.521 17.001
O 21.783 12.710 27.031
O 22.705 16.054 21.561
O 21.389 19.488 20.214
O 16.441 9.647 15.440
O 17.837 14.732 19.376
O 12.841 11.709 15.840
O 13.272 12.168 17.860
O 14.659 10.198 22.107
O 19.482 11.969 13.190
O 14.939 16.994 16.446
O 21.411 11.476 25.031
O 12.448 16.698 20.913
O 11.597 10.780 17.493
O 19.318 11.404 18.361
O 21.599 10.954 18.747
O 15.069 10.088 17.216
O 22.328 13.932 20.749
O 14.955 19.115 15.506
O 10.496 15.957 21.488
O 16.791 10.094 22.755
O 15.453 11.934 23.257
O 16.200 14.909 25.181
O 20.481 18.494 18.492
C 16.027 10.386 16.324
C 12.737 11.224 13.473
C 18.216 17.177 14.367
C 20.233 12.134 23.030
C 16.825 13.795 19.428
C 19.153 11.489 11.961
C 17.051 12.725 20.475
C 14.713 8.860 21.612
C 24.181 16.042 21.564
C 9.539 14.941 21.705
C 11.799 15.584 21.250
C 15.791 15.966 24.374
C 15.751 10.731 22.675
C 14.263 12.721 22.944
C 22.086 12.126 18.068
C 24.656 16.543 20.177
C 17.552 12.970 25.733
C 21.941 15.005 21.152
C 21.601 17.727 16.374
C 16.348 17.295 24.687
C 21.699 18.474 17.722
C 18.860 19.367 21.414
C 19.867 17.185 11.004
C 15.092 7.667 17.541
C 20.636 13.264 14.863
C 18.606 15.558 17.334
C 14.285 8.874 16.969
C 13.760 16.491 20.375
C 22.305 10.340 26.989
C 17.908 10.652 11.843
C 13.249 11.962 19.244
C 13.433 8.546 20.739
C 17.744 15.861 18.570
C 15.409 18.285 16.273
C 18.825 17.713 13.066
C 11.982 11.398 14.787
C 18.797 9.249 19.931
C 17.016 19.854 17.100
C 12.482 11.507 17.089
C 13.733 16.545 15.889
C 16.567 11.739 16.493
C 17.281 14.191 24.864
C 20.281 10.752 18.883
C 13.780 15.022 15.799
C 21.860 11.658 26.336
C 20.615 12.774 13.422
C 14.230 17.955 19.976
C 21.038 12.588 24.217
C 18.778 7.758 20.262
C 20.403 19.046 19.652
C 20.452 15.245 21.296
C 20.260 16.040 10.114
H 11.320 12.263 14.736
H 22.525 17.867 15.813
H 16.327 20.444 17.704
H 18.789 16.496 16.810
H 13.639 12.786 19.841
H 20.588 12.393 15.517
H 13.249 7.488 20.557
H 15.778 18.019 24.104
H 18.233 9.482 19.028
H 20.430 13.297 24.779
H 15.939 7.479 16.880
H 12.027 11.313 12.651
H 16.661 12.440 26.071
H 20.758 17.715 11.342
H 23.081 12.384 18.432
H 20.653 13.666 12.796
H 20.119 15.814 20.428
H 18.055 13.289 26.646
H 17.130 17.260 14.389
H 15.843 15.734 23.310
H 19.463 11.541 23.524
H 22.959 9.711 26.385
H 13.382 9.061 17.550
H 18.415 16.111 14.473
H 22.263 11.957 17.006
H 20.762 18.070 15.768
H 20.734 15.297 10.755
H 24.529 16.754 22.313
H 22.467 18.029 18.354
H 25.742 16.632 20.143
H 17.742 7.522 20.502
H 19.091 7.148 19.414
H 14.045 18.648 20.796
H 12.974 14.634 15.177
H 11.402 10.497 14.987
H 19.797 13.934 15.053
H 15.426 7.927 18.546
H 21.436 9.724 27.219
H 13.754 18.403 19.103
H 19.402 20.268 21.699
H 22.855 10.527 27.911
H 17.537 11.783 15.998
H 19.387 7.619 21.156
H 16.361 11.894 20.332
H 14.727 15.989 24.611
H 17.133 11.320 11.468
H 14.295 13.568 23.629
H 19.746 14.415 21.268
H 13.616 14.486 16.734
H 17.179 20.338 16.137
H 16.966 13.147 21.476
H 19.332 15.601 9.749
H 17.961 19.785 17.639
H 21.469 12.194 13.074
H 18.056 12.323 20.346
H 20.843 11.486 22.402
H 15.605 8.624 21.032
H 24.341 15.947 19.321
H 8.581 15.431 21.876
H 14.025 11.226 19.456
H 13.325 12.177 23.062
H 21.893 13.140 23.827
H 13.553 9.116 19.818
H 21.385 16.663 16.464
H 12.500 8.802 21.241
H 21.951 19.514 17.516
H 13.085 10.191 13.447
H 9.628 14.313 22.592
H 14.773 14.784 15.417
H 13.552 11.934 13.334
H 20.375 15.830 22.213
H 16.706 16.130 18.372
H 16.718 11.854 17.566
H 19.270 17.884 10.418
H 17.933 15.059 16.637
H 18.660 17.777 15.162
H 18.151 16.753 19.045
H 17.913 9.702 11.309
H 24.320 17.548 19.923
H 14.356 16.218 21.245
H 19.834 12.883 22.346
H 13.841 15.716 19.613
H 13.869 8.742 15.970
H 18.242 12.249 25.294
H 14.434 6.815 17.711
H 15.857 12.507 16.183
H 12.288 11.659 19.660
H 17.673 10.408 12.880
H 21.488 13.911 15.069
H 19.235 18.570 22.057
H 13.560 17.038 14.932
H 24.611 15.048 21.688
H 17.384 17.305 24.348
H 20.936 16.312 9.304
H 9.403 14.319 20.820
H 17.778 19.495 21.429
H 15.314 17.896 19.872
H 21.375 12.934 18.237
H 19.508 14.949 17.389
H 12.882 16.816 16.513
H 14.538 8.246 22.495
H 14.268 13.121 21.930
H 16.348 17.676 25.709
H 18.370 9.774 20.785
```

Atomic partial charges in e from the Mulliken method, atoms 1 to 2: O -0.627; O -0.005

C26H49F3NO13PS5 | ωB97M-V/def2-TZVPD

Values from the calculation:
Charge: 0
SMILES string: O=[PH2][C@@H]1C[C@@H](COC(F)(F)F)NC1=O.O=S1(=O)CCCC1.O=S1(=O)CCCC1.O=S1(=O)CCCC1.O=S1(=O)CCCC1.O=S1(=O)CCCC1

```
98
C26H49F3NO13PS5 (ωB97M-V/def2-TZVPD)
S 6.958 -0.493 -3.067
S -8.537 2.080 0.497
S -2.220 4.412 -0.088
S 8.274 -1.541 4.023
S -7.402 -0.535 -3.969
P 0.884 1.811 4.501
F 4.628 -2.499 1.547
F 2.535 -3.336 1.797
F 3.307 -1.732 3.214
O 2.714 -1.238 0.982
O 8.095 -1.499 5.456
O -7.564 0.844 -4.365
O -7.105 2.145 0.299
O -9.364 3.265 0.534
O 5.794 0.202 -2.564
O -1.289 3.763 -0.990
O 7.763 0.033 -4.144
O -8.418 -1.248 -3.225
O -0.451 1.341 5.103
O -1.783 5.327 0.942
O 8.348 -0.341 3.221
O -1.144 0.862 1.840
N 0.867 0.666 0.469
C -4.969 -1.608 -4.025
C -5.829 -0.709 -3.134
C -5.446 -1.417 -5.466
C -3.259 3.170 0.660
C -4.659 3.767 0.604
C 7.640 -3.016 -2.916
C 7.039 -2.617 3.317
C 8.035 -0.906 -1.699
C -6.966 -1.491 -5.412
C 6.500 -2.171 -3.470
C 0.085 0.906 1.725
C 7.802 -3.448 2.296
C 3.304 -2.145 1.865
C 3.420 0.035 0.947
C -3.512 5.202 -1.042
C -8.869 1.084 1.947
C -9.148 -0.416 0.008
C 1.263 1.150 2.777
C 7.963 -2.427 -1.542
C 9.683 -2.574 3.633
C -4.787 4.396 -0.784
C 2.302 1.162 0.585
C -9.220 0.936 -0.689
C 9.119 -3.835 2.974
C 2.186 2.114 1.869
C -9.599 -0.165 1.449
H 8.897 -2.826 -1.140
H 7.166 -2.686 -0.837
H -4.768 4.540 1.372
H 5.561 -2.392 -2.957
H 2.463 1.610 -0.446
H -5.392 0.286 -3.029
H -5.989 -1.150 -2.150
H 0.461 1.434 -0.106
H -9.776 -1.157 -0.490
H 6.373 -2.273 -4.547
H 3.866 0.347 1.955
H -9.394 -1.023 2.092
H -5.131 -0.435 -5.833
H 6.240 -2.027 2.877
H -8.118 -0.786 0.003
H -3.191 2.267 0.050
H 8.516 -2.937 -3.567
H -7.449 -1.073 -6.294
H 8.925 -4.595 3.738
H 3.118 2.543 2.356
H -5.426 3.008 0.777
H -2.919 2.964 1.675
H 1.924 1.279 5.362
H -9.479 1.657 2.646
H -4.882 3.605 -1.535
H -5.675 5.027 -0.861
H 1.620 0.089 2.991
H 9.044 -0.577 -1.952
H 9.831 -4.260 2.263
H 4.244 0.042 0.154
H 10.328 -2.020 2.950
H 10.225 -2.806 4.550
H -10.680 0.008 1.468
H 7.362 -4.070 -2.851
H -5.104 -2.654 -3.732
H 6.646 -3.244 4.120
H 1.496 2.958 1.500
H -7.913 0.832 2.409
H 8.008 -2.846 1.405
H -5.032 -2.175 -6.134
H -3.908 -1.372 -3.915
H 7.232 -4.326 1.987
H -10.255 1.227 -0.876
H 7.692 -0.392 -0.801
H -7.305 -2.516 -5.248
H -3.238 5.195 -2.097
H -8.646 0.973 -1.614
H 1.070 3.235 4.507
H -3.611 6.230 -0.690
```

Atomic partial charges in e from the Mulliken method, atoms 1 to 2: S 1.122; S 1.155

Asked for gap between HOMO and LUMO across the records above, the calculation gives 0.37638, 0.36861 Ha in order.
Asked for E across the records above, the calculation gives -121130.1189, -127478.7377 eV in order.
Asked for HOMO energy across the records above, the calculation gives -9.9, -9.8 eV in order.